Record 1
{
  "formula": "C5H9N3O3S",
  "method": "ωB97M-V/def2-TZVPD",
  "symbols": ["N", "C", "C", "C", "C", "C", "N", "N", "S", "O", "O", "O", "H", "H", "H", "H", "H", "H", "H", "H", "H"],
  "coordinates": [[2.12, -0.75, 1.51], [0.95, -0.30, 0.95], [-0.02, -1.47, 0.86], [-0.99, -1.54, -0.06], [-1.31, -0.30, -0.84], [-0.33, 0.89, -0.48], [-0.42, 1.91, -1.44], [0.97, 0.36, -0.30], [-0.90, 1.44, 1.24], [-0.69, 2.90, 1.32], [-2.08, 0.95, 1.83], [0.38, 0.74, 1.88], [2.00, -1.44, 2.24], [2.76, -0.01, 1.72], [0.04, -2.33, 1.43], [-1.64, -2.27, -0.33], [-1.19, -0.50, -1.82], [-2.29, 0.22, -0.79], [-1.18, 1.85, -2.13], [-0.48, 2.84, -1.02], [1.63, 1.12, -0.43]],
  "total_energy_ha": -984.04783,
  "de_lowest_kj_mol": 118.0,
  "homo_ev": -9.71,
  "lumo_energy_ev": 0.797,
  "smiles": "N[C@]12C=CC[C@](N)(N1)S(=O)(=O)O2",
  "gap_ev": 10.503
}

Record 2
{
  "formula": "C5H9N3O3S",
  "method": "ωB97M-V/def2-TZVPD",
  "symbols": ["C", "C", "C", "C", "C", "N", "N", "N", "O", "O", "O", "S", "H", "H", "H", "H", "H", "H", "H", "H", "H"],
  "coordinates": [[-0.21, 1.98, 1.83], [0.63, 0.93, 2.23], [-0.32, 1.79, 0.44], [1.51, -0.93, -1.19], [0.36, 0.08, -1.08], [0.94, 0.11, 1.22], [0.34, 0.65, 0.19], [-0.45, 0.57, -1.94], [-0.46, -2.31, 1.34], [-1.83, -2.99, -0.58], [-2.46, -0.95, 0.68], [-1.19, -1.83, -0.02], [-0.42, 2.76, 2.48], [0.94, 0.48, 3.16], [-0.97, 2.22, -0.23], [1.77, -0.92, -2.21], [2.17, -0.53, -0.46], [1.17, -1.81, -0.78], [-0.03, -1.48, 1.71], [-3.27, -1.47, 0.61], [-0.34, 0.31, -2.91]],
  "total_energy_ha": -984.02503,
  "de_lowest_kj_mol": 177.8,
  "homo_ev": -9.89,
  "lumo_energy_ev": 0.328,
  "gap_ev": 10.223
}

Record 3
{
  "formula": "C5H9N3O3S",
  "method": "ωB97M-V/def2-TZVPD",
  "symbols": ["H", "N", "C", "C", "C", "N", "C", "N", "O", "S", "C", "O", "O", "H", "H", "H", "H", "H", "H", "H", "H"],
  "coordinates": [[-1.42, 0.76, 1.88], [-1.24, -0.20, 1.49], [-1.08, -0.02, 0.29], [-1.04, -1.10, -0.70], [0.14, -2.02, -0.69], [1.13, -1.88, 0.00], [1.27, -0.89, 0.97], [1.40, -1.37, 2.19], [1.40, 0.25, 0.68], [-0.79, 1.75, -0.40], [0.60, 2.00, -1.52], [-0.73, 2.74, 0.69], [-1.93, 1.81, -1.26], [-1.07, -0.77, -1.79], [-2.03, -1.65, -0.68], [0.22, -2.78, -1.54], [1.69, -0.72, 2.89], [0.91, -2.11, 2.54], [0.34, 2.80, -2.26], [1.48, 2.39, -0.97], [0.75, 1.03, -1.81]],
  "total_energy_ha": -984.02398,
  "de_lowest_kj_mol": 180.6,
  "homo_ev": -9.85,
  "lumo_energy_ev": 0.396,
  "smiles": "[H]/N=C(/C/C=N\\C(N)=O)S(C)(=O)=O",
  "gap_ev": 10.241
}

Record 4
{
  "formula": "C5H9N3O4",
  "method": "ωB97M-V/def2-TZVPD",
  "symbols": ["H", "N", "C", "N", "O", "O", "C", "H", "H", "H", "H", "H", "C", "O", "C", "O", "C", "N", "H", "H", "H"],
  "coordinates": [[0.74, -1.53, -1.73], [0.74, -1.39, -0.72], [1.39, -0.34, -0.40], [1.93, 0.61, -1.29], [3.09, 1.24, -0.83], [1.54, 0.06, 0.86], [0.96, -0.80, 1.84], [2.14, 0.20, -2.19], [2.78, 2.11, -0.54], [1.41, -1.79, 1.77], [-0.12, -0.86, 1.70], [1.21, -0.34, 2.82], [-2.69, -0.91, -0.46], [-1.63, -0.14, 0.12], [-1.73, 1.17, -0.08], [-2.60, 1.74, -0.67], [-0.59, 1.87, 0.55], [0.28, 2.46, 1.03], [-3.66, -0.61, -0.02], [-2.72, -0.77, -1.54], [-2.46, -1.96, -0.21]],
  "total_energy_ha": -661.05869,
  "de_lowest_kj_mol": 122.9,
  "homo_ev": -9.47,
  "lumo_energy_ev": 0.254,
  "smiles": "[H]/N=C(\\NO)OC.COC(=O)C#N",
  "gap_ev": 9.721
}

Record 5
{
  "formula": "C5H9N4",
  "method": "ωB97M-V/def2-TZVPD",
  "symbols": ["C", "C", "C", "C", "C", "N", "N", "N", "N", "H", "H", "H", "H", "H", "H", "H", "H", "H"],
  "coordinates": [[-1.55, -1.14, -0.27], [-0.26, -1.45, -0.42], [-0.37, 1.73, -0.11], [-1.98, -0.06, 0.59], [2.08, 1.33, -0.13], [0.80, 1.56, 0.06], [-1.57, 1.34, -0.02], [0.55, -1.12, 0.55], [1.80, -0.92, 0.22], [-2.46, -1.57, -0.86], [0.13, -1.85, -1.38], [-3.00, -0.12, 0.68], [-1.55, -0.16, 1.56], [2.34, 1.40, -1.22], [2.73, 1.38, 0.82], [-2.34, 1.82, -0.49], [2.19, -1.23, -0.57], [2.47, -0.90, 0.99]],
  "charge": 1,
  "total_energy_ha": -414.49666,
  "de_lowest_kj_mol": 622.6,
  "homo_ev": [-12.23, -12.02],
  "lumo_energy_ev": [-4.804, -5.162],
  "gap_ev": [7.427, 6.858]
}

Record 6
{
  "formula": "C5H9N4S",
  "method": "ωB97M-V/def2-TZVPD",
  "symbols": ["C", "C", "C", "C", "C", "N", "N", "N", "N", "S", "H", "H", "H", "H", "H", "H", "H", "H", "H"],
  "coordinates": [[-1.35, 1.02, 1.95], [-2.03, -0.12, 2.35], [-0.51, 0.90, 0.81], [-1.27, -1.27, 0.59], [1.23, -0.29, -1.48], [-2.03, -1.25, 1.65], [-0.40, -0.28, 0.24], [1.20, 1.07, -1.76], [2.19, -0.56, -0.51], [0.53, -1.67, -2.35], [-1.56, 2.02, 2.48], [-2.76, -0.19, 3.24], [-0.03, 1.82, 0.48], [-1.16, -2.03, -0.13], [1.99, 1.62, -1.49], [0.94, 1.26, -2.70], [2.18, -1.18, 0.26], [2.95, 0.06, -0.28], [-0.12, -0.95, -3.37]],
  "charge": 1,
  "total_energy_ha": -812.84880,
  "de_lowest_kj_mol": 77.9,
  "homo_ev": -13.16,
  "lumo_energy_ev": -3.952,
  "gap_ev": 9.213
}

Record 7
{
  "formula": "C5H9N5O2",
  "method": "ωB97M-V/def2-TZVPD",
  "symbols": ["C", "C", "N", "N", "C", "N", "C", "C", "O", "O", "N", "N", "H", "H", "H", "H", "H", "H", "H", "H", "H"],
  "coordinates": [[-3.78, -0.99, 0.32], [-2.50, -0.52, -0.21], [-1.40, -1.24, 0.01], [-0.32, -0.44, -0.55], [-0.23, 0.80, 0.23], [0.97, 1.16, 0.67], [2.03, 1.06, -0.26], [2.95, -0.31, -0.05], [3.65, -0.89, -0.89], [2.37, -1.05, 1.04], [-1.34, 1.54, 0.24], [-2.41, 0.88, -0.76], [-3.81, -1.09, 1.50], [-3.76, -2.01, -0.40], [-4.68, -0.35, -0.15], [0.54, -0.91, -0.34], [0.76, 2.00, 1.11], [2.61, 2.02, -0.07], [2.01, 1.20, -1.37], [2.04, -0.14, 1.48], [-3.20, 1.32, -0.42]],
  "total_energy_ha": -620.00406,
  "de_lowest_kj_mol": 439.7,
  "homo_ev": -9.24,
  "lumo_energy_ev": 0.448,
  "smiles": "CC1=NNC(NCC(=O)O)=NN1",
  "gap_ev": 9.689
}

Record 8
{
  "formula": "C5H9N6",
  "method": "ωB97M-V/def2-TZVPD",
  "symbols": ["C", "C", "C", "C", "C", "N", "N", "N", "N", "N", "N", "H", "H", "H", "H", "H", "H", "H", "H", "H"],
  "coordinates": [[1.70, 1.52, -2.10], [0.51, 0.96, -1.35], [0.20, 2.07, -0.48], [-1.49, 0.94, 0.35], [-0.20, -0.21, -1.28], [2.06, 2.57, -1.49], [-0.91, 2.07, 0.23], [1.10, 3.02, -0.66], [-1.18, -0.17, -0.37], [0.79, -0.13, 1.65], [-2.04, -1.23, -0.24], [2.45, 1.10, -2.71], [-2.40, 0.82, 0.93], [-0.11, -0.92, -2.06], [1.29, 3.68, 0.13], [1.68, 0.31, 1.39], [0.25, 0.50, 2.19], [-2.39, -1.36, 0.69], [0.98, -1.08, 1.80], [-1.84, -2.10, -0.82]],
  "charge": 1,
  "total_energy_ha": -524.00915,
  "homo_ev": [-10.05, -13.55],
  "lumo_energy_ev": [-3.755, -7.931],
  "gap_ev": [6.296, 5.616],
  "multiplicity": 3
}

Record 9
{
  "formula": "C5H9NO",
  "method": "ωB97M-V/def2-TZVPD",
  "symbols": ["O", "C", "N", "C", "C", "C", "C", "H", "H", "H", "H", "H", "H", "H", "H", "H"],
  "coordinates": [[-3.43, 0.80, 0.12], [-2.41, 0.63, 0.76], [-1.35, -0.09, 0.37], [-0.07, -0.13, 1.04], [1.06, 0.56, 0.26], [1.17, 0.12, -1.16], [1.46, -1.19, -1.53], [-2.21, 1.13, 1.73], [-1.32, -0.40, -0.60], [-0.17, 0.32, 2.02], [0.19, -1.17, 1.23], [1.99, 0.33, 0.83], [0.83, 1.64, 0.26], [1.25, 0.90, -1.90], [1.32, -2.05, -0.88], [1.71, -1.41, -2.56]],
  "charge": -1,
  "total_energy_ha": -325.85122,
  "de_lowest_kj_mol": 32.3,
  "homo_ev": [0.74, -4.03],
  "lumo_energy_ev": [4.034, 3.888],
  "gap_ev": [3.290, 7.917],
  "multiplicity": 2
}

Record 10
{
  "formula": "C5H9NO",
  "method": "ωB97M-V/def2-TZVPD",
  "symbols": ["C", "C", "C", "C", "N", "C", "O", "H", "H", "H", "H", "H", "H", "H", "H", "H"],
  "coordinates": [[0.11, 0.34, 0.89], [-0.94, 2.20, -0.31], [0.54, -1.54, 1.12], [-0.41, 0.37, -0.41], [1.56, -2.08, 0.41], [-0.58, -0.26, -1.56], [-0.07, -2.17, 1.96], [1.84, -3.04, 0.60], [1.98, -1.59, -0.36], [-0.61, 0.43, 1.69], [1.07, 0.84, 1.03], [-0.32, -1.30, -1.69], [-1.04, 0.26, -2.40], [-0.39, 2.67, -1.12], [-2.01, 2.15, -0.49], [-0.75, 2.72, 0.63]],
  "total_energy_ha": -325.80221,
  "de_lowest_kj_mol": 355.3,
  "homo_ev": -8.34,
  "lumo_energy_ev": 0.839,
  "gap_ev": 9.183
}